1.
Entry from the OMol25 dataset: a cluster of 2 separate species, C5H4N2O in total in a non-equilibrium geometry (wB97M-V/def2-TZVPD).

Atoms and positions in Å:
C: 1.9387 -0.2986 -0.1088
C: 0.1299 0.7053 -0.2693
C: -1.1620 0.8910 -0.1233
C: -0.7911 -1.2967 -0.0169
C: 0.3999 -0.6347 -0.3890
H: 1.9672 1.8529 0.7013
H: -1.8133 1.6648 0.3953
H: -2.5790 -0.5605 -0.7561
H: -0.9736 -2.4370 0.2192
N: 1.4692 1.0247 -0.0758
N: -1.6996 -0.2974 0.3168
O: 3.1136 -0.6138 0.1066

Relative energy (zero: lowest compared OMol25 entry of this formula, charge and spin): 132.59 kcal per mole
Orbital gap: 8.8 eV
E: -377.4528 Eh
Maximum force: 8.23 eV/A

natural (NBO) population analysis, charges in e, atoms 1 to 6: number 1, C, carries 0.699; number 2, C, carries 0.100; number 3, C, carries -0.170; number 4, C, carries -0.029; number 5, C, carries -0.207; number 6, H, carries 0.423

2.
Entry from the OMol25 dataset: an isolated molecule of C5H4N2O in a non-equilibrium geometry (wB97M-V/def2-TZVPD).

Atoms and positions in Å:
C: -1.7167 1.3523 -0.2208
C: -0.5316 0.7058 0.1098
C: 0.8172 1.2876 0.0755
N: 1.8850 0.6651 0.0580
C: 1.7131 -0.7116 -0.1087
N: 0.5922 -1.3370 -0.1448
C: -0.6941 -0.6533 0.1243
O: -1.7341 -1.3622 0.1349
H: -1.7798 2.3165 -0.3718
H: -2.5229 0.4170 -0.2971
H: 0.5269 2.3195 0.5523
H: 2.7800 -1.3371 -0.2356

Relative energy (zero: lowest compared OMol25 entry of this formula, charge and spin): 76.09 kcal per mole
Orbital gap: 8.1 eV
SMILES: C=C1C=NC=NC1=O
E: -377.5428 Eh
Maximum force: 8.53 eV/A

natural (NBO) population analysis, charges in e, atoms 1 to 6: number 1, C, carries -0.144; number 2, C, carries -0.290; number 3, C, carries 0.168; number 4, N, carries -0.460; number 5, C, carries 0.285; number 6, N, carries -0.484

3.
Entry from the OMol25 dataset: an isolated molecule of C5H4N2O in a non-equilibrium geometry (wB97M-V/def2-TZVPD).

Atoms and positions in Å:
N: 3.6631 0.8968 -0.4102
C: 2.6148 0.6326 0.0840
C: 1.2564 0.3153 0.2291
C: 0.7684 -0.7746 -0.3562
O: -0.5560 -1.0845 -0.5045
C: -1.6298 -0.5188 0.1735
C: -2.0057 0.8442 -0.1596
N: -2.4553 1.8587 -0.4488
H: 0.7183 0.9152 0.9314
H: 1.4460 -1.3813 -0.8455
H: -2.4945 -1.0886 0.0877
H: -1.3258 -0.6149 1.2192

Relative energy (zero: lowest compared OMol25 entry of this formula, charge and spin): 44.96 kcal per mole
Orbital gap: 10.3 eV
SMILES: N#C/C=C/OCC#N
E: -377.5924 Eh
Maximum force: 5.38 eV/A

natural (NBO) population analysis, charges in e, atoms 1 to 6: number 1, N, carries -0.294; number 2, C, carries 0.246; number 3, C, carries -0.441; number 4, C, carries 0.243; number 5, O, carries -0.470; number 6, C, carries -0.160

4.
Entry from the OMol25 dataset: an isolated molecule of C5H4N2O in a non-equilibrium geometry (wB97M-V/def2-TZVPD).

Atoms and positions in Å:
O: -2.4872 -0.9069 -0.3392
C: -1.4594 -0.2229 0.1528
C: -1.1083 1.3248 0.2791
N: 0.3091 0.7890 -0.0987
N: 1.6336 0.9908 -0.3136
C: 2.1099 -0.3322 -0.0391
C: 1.2295 -1.3504 0.1986
C: -0.0171 -0.5250 0.1161
H: -1.5140 2.3936 -0.3469
H: -1.2240 1.7983 1.2647
H: 3.2254 -0.3827 -0.1308
H: 1.2834 -2.3778 0.5689

Relative energy (zero: lowest compared OMol25 entry of this formula, charge and spin): 95.36 kcal per mole
Orbital gap: 9.1 eV
SMILES: O=C1Cn2nccc21
E: -377.5121 Eh
Maximum force: 7.79 eV/A

natural (NBO) population analysis, charges in e, atoms 1 to 6: number 1, O, carries -0.508; number 2, C, carries 0.516; number 3, C, carries -0.275; number 4, N, carries -0.120; number 5, N, carries -0.234; number 6, C, carries -0.054

5.
Entry from the OMol25 dataset: an isolated molecule of C5H4N2O in a non-equilibrium geometry (wB97M-V/def2-TZVPD).

Atoms and positions in Å:
C: 0.0858 1.1358 -1.9505
C: 0.0247 0.1826 -0.7715
N: -0.9992 -0.0645 0.0269
C: -0.5411 -0.7425 1.0166
C: -1.0637 -0.9214 2.4145
N: -1.4067 -1.2008 3.4559
C: 0.8706 -0.8218 0.9953
O: 1.0959 -0.3337 -0.1710
H: -0.7055 1.8346 -2.0171
H: 1.0157 1.7320 -1.7819
H: 0.3060 0.5997 -2.9388
H: 1.3174 -1.3999 1.7215

Relative energy (zero: lowest compared OMol25 entry of this formula, charge and spin): 38.71 kcal per mole
Orbital gap: 10.1 eV
SMILES: Cc1nc(C#N)co1
E: -377.6024 Eh
Maximum force: 7.08 eV/A

natural (NBO) population analysis, charges in e, atoms 1 to 6: number 1, C, carries -0.665; number 2, C, carries 0.484; number 3, N, carries -0.437; number 4, C, carries -0.009; number 5, C, carries 0.259; number 6, N, carries -0.319

6.
Entry from the OMol25 dataset: an isolated molecule of C5H4N2O in a non-equilibrium geometry (wB97M-V/def2-TZVPD).

Atoms and positions in Å:
O: 2.4461 -0.1151 0.8650
C: 1.6276 -0.0240 -0.0585
N: 1.2241 1.1723 -0.6640
C: 0.0049 1.5303 -0.2725
C: -1.0119 0.6836 0.3280
C: -1.0589 -0.6956 0.3146
C: -0.0939 -1.4694 -0.3610
N: 1.1133 -1.1857 -0.6798
H: -0.2612 2.5004 -0.6458
H: -1.7679 1.2688 0.9031
H: -1.8717 -1.1593 0.7868
H: -0.3505 -2.5064 -0.5159

Relative energy (zero: lowest compared OMol25 entry of this formula, charge and spin): 25.65 kcal per mole
Orbital gap: 9.0 eV
SMILES: O=c1nccccn1
E: -377.6232 Eh
Maximum force: 3.63 eV/A

natural (NBO) population analysis, charges in e, atoms 1 to 6: number 1, O, carries -0.537; number 2, C, carries 0.731; number 3, N, carries -0.385; number 4, C, carries 0.073; number 5, C, carries -0.213; number 6, C, carries -0.220

7.
Entry from the OMol25 dataset: an isolated molecule of C5H4N2O in a non-equilibrium geometry (wB97M-V/def2-TZVPD).

Atoms and positions in Å:
C: 2.0887 0.0185 0.1647
C: 1.1925 1.2659 -0.0353
C: -0.1242 0.7526 -0.0977
O: -1.3793 1.1528 0.0570
N: -2.1549 -0.0519 -0.0482
C: -1.1397 -1.1398 0.0518
C: 0.0456 -0.7571 -0.1695
N: 1.3886 -1.1688 -0.0379
H: 3.1508 -0.1909 0.1166
H: 1.6885 2.2128 -0.3077
H: -3.0277 -0.0970 0.3802
H: -1.7291 -1.9971 -0.0741

Relative energy (zero: lowest compared OMol25 entry of this formula, charge and spin): 100.55 kcal per mole
Orbital gap: 8.6 eV
SMILES: c1cc2o[nH]cc-2n1
E: -377.5038 Eh
Maximum force: 7.52 eV/A

natural (NBO) population analysis, charges in e, atoms 1 to 6: number 1, C, carries 0.069; number 2, C, carries -0.431; number 3, C, carries 0.316; number 4, O, carries -0.286; number 5, N, carries -0.298; number 6, C, carries 0.016

8.
Entry from the OMol25 dataset: a cluster of 2 separate species, C5H4N2O in total in a non-equilibrium geometry (wB97M-V/def2-TZVPD).

Atoms and positions in Å:
C: 3.2866 0.5412 -0.4513
C: 1.3732 -1.8393 0.0923
C: 2.2913 0.6623 0.5016
C: -0.3956 -0.2813 0.5493
C: 0.8256 -0.6402 -0.3239
N: 3.8963 0.2094 -1.3614
N: 1.7824 -2.6580 0.7687
O: 2.0238 1.3153 1.3873
H: -1.3201 -0.0553 -0.0415
H: -0.6732 -1.1777 1.0958
H: -0.1056 0.5854 1.1459
H: 0.8188 -0.3250 -1.3578

Relative energy (zero: lowest compared OMol25 entry of this formula, charge and spin): 69.02 kcal per mole
Orbital gap: 8.6 eV
E: -377.5541 Eh
Maximum force: 6.04 eV/A

natural (NBO) population analysis, charges in e, atoms 1 to 6: number 1, C, carries 0.095; number 2, C, carries 0.217; number 3, C, carries 0.580; number 4, C, carries -0.630; number 5, C, carries -0.336; number 6, N, carries -0.173

Number 1: lowest unoccupied orbital energy 0.01 eV. Number 2: lowest unoccupied orbital energy -1.69 eV. Number 3: lowest unoccupied orbital energy 0.30 eV. Number 4: lowest unoccupied orbital energy -0.49 eV. Number 5: lowest unoccupied orbital energy 0.62 eV. Number 6: lowest unoccupied orbital energy -1.13 eV. Number 7: lowest unoccupied orbital energy 0.12 eV. Number 8: lowest unoccupied orbital energy -1.08 eV.